No. 1
The following is a quantum chemistry calculation of a single C10H18N2S molecule, from the OMol25 dataset.

```
31
Properties=species:S:1:pos:R:3:forces:R:3
C 0.382 -1.225 3.451 0.030 0.709 -0.027
C 0.473 -0.912 1.959 -0.755 -0.174 0.123
C -0.202 -2.026 1.144 -0.208 -0.710 -0.042
C -0.765 -1.698 -0.240 0.281 0.045 0.360
N -1.808 -2.533 -0.590 -1.074 -0.010 -0.618
N -0.358 -0.857 -1.097 0.015 0.176 -0.023
C 0.809 -0.042 -0.828 0.523 -0.208 0.072
C 1.391 0.459 -2.160 0.251 -0.279 -0.275
C 0.459 1.435 -2.869 -0.131 0.232 -0.502
C 0.128 2.628 -1.972 0.102 0.579 0.040
C -0.450 2.158 -0.639 -0.592 0.003 -0.270
C 0.487 1.178 0.062 0.355 0.167 0.058
S -0.264 0.724 1.666 0.056 -0.105 -0.091
H -0.657 -1.211 3.788 0.017 0.081 0.029
H 0.965 -0.495 4.033 -0.279 -0.242 -0.157
H 0.775 -2.207 3.643 0.214 -0.524 0.104
H 1.507 -0.873 1.698 0.784 0.200 -0.193
H 0.499 -2.898 1.033 -0.540 0.672 0.086
H -1.070 -2.413 1.724 0.541 0.208 -0.182
H -2.269 -2.251 -1.470 0.495 -0.232 0.796
H -2.478 -2.777 0.137 0.441 0.113 -0.271
H 1.616 -0.640 -0.352 -0.390 0.270 -0.097
H 1.609 -0.409 -2.816 -0.186 0.352 0.389
H 2.362 0.942 -1.963 -0.219 -0.024 0.003
H -0.479 0.915 -3.135 0.369 0.151 0.085
H 0.924 1.788 -3.814 -0.254 -0.228 0.469
H -0.592 3.323 -2.462 0.471 -0.462 0.240
H 1.045 3.213 -1.759 -0.265 -0.190 -0.232
H -0.679 3.016 0.006 0.162 -0.126 0.001
H -1.416 1.675 -0.853 0.248 -0.082 0.228
H 1.444 1.709 0.271 -0.460 -0.361 -0.104
```
Forces are in eV/Å.

Properties
Electronic energy, a.u.: -899.5565
Spin multiplicity: 1
Gap between HOMO and LUMO, eV: 9.35
HOMO energy, Ha: -0.3113
SMILES: C[C@H]1CC(N)=N[C@H]2CCCC[C@H]2S1
ΔE to the lowest compared entry with this formula, charge and spin, kcal/mol: 0.00

In elementary charge units, the Mulliken charges are:
1 C -1.717
2 C 0.321
3 C -0.876
4 C 0.608
5 N -0.508
6 N -0.559
7 C -0.034
8 C -1.183
9 C -0.652
10 C -0.634
11 C -0.886
12 C 0.167
13 S -0.276
14 H 0.424
15 H 0.403
16 H 0.424
17 H 0.377
18 H 0.197
19 H 0.317
20 H 0.283
21 H 0.236
22 H 0.304
23 H 0.433
24 H 0.376
25 H 0.304
26 H 0.325
27 H 0.318
28 H 0.302
29 H 0.421
30 H 0.285
31 H 0.499


No. 2
The following is a quantum chemistry calculation of a gas-phase ion, C10H18N3 (charge +1), from the OMol25 dataset.

```
31
Properties=species:S:1:pos:R:3:forces:R:3
N 1.779 1.062 -1.044 -0.570 -2.608 0.151
C 2.825 0.465 -0.209 -1.313 -1.032 -0.199
C 2.446 -1.001 0.168 -0.921 1.185 -2.167
C 1.348 -1.082 1.237 1.535 -0.838 0.551
C -0.084 -0.798 0.941 -2.949 -0.874 -0.955
C -0.743 -1.680 -0.209 3.115 -1.012 -0.008
C -2.222 -1.520 -0.170 -1.334 2.209 0.321
C -2.590 -0.220 -0.890 1.068 0.989 -0.928
C -1.720 0.772 -0.261 1.036 1.656 0.068
C -0.636 0.540 0.537 -0.766 -2.441 0.156
N -0.117 1.694 0.957 -2.452 2.732 -3.362
N -0.626 2.758 0.402 -0.388 -1.390 2.288
C -1.864 2.246 -0.231 2.560 0.478 -0.080
H 1.873 1.985 -1.288 0.798 3.041 0.078
H 1.820 0.656 -1.954 -0.176 -0.876 -0.618
H 2.870 1.064 0.666 0.502 0.565 1.074
H 3.779 0.405 -0.674 0.987 0.355 -0.439
H 3.355 -1.465 0.494 0.294 -0.484 0.424
H 2.186 -1.461 -0.845 0.091 0.139 1.436
H 1.259 -2.152 1.579 0.587 1.038 0.063
H 1.773 -0.448 2.064 -0.742 -0.711 -0.226
H -0.688 -1.126 1.831 0.696 0.451 -0.392
H -0.499 -2.770 -0.068 0.010 1.029 0.084
H -0.189 -1.383 -1.208 -1.558 -0.469 1.644
H -2.685 -2.232 -0.763 -1.042 -2.114 -0.373
H -2.688 -1.386 0.892 0.997 -0.883 -1.777
H -2.447 -0.135 -2.035 -0.046 -0.632 1.669
H -3.567 0.167 -0.717 -1.273 -0.287 0.080
H 0.760 1.657 1.362 2.242 0.820 1.343
H -2.039 2.965 -1.019 -0.291 -0.487 -0.924
H -2.668 2.421 0.453 -0.697 0.451 1.019
```
Forces are in eV/Å.

Properties
Electronic energy, a.u.: -555.7593
Spin multiplicity: 1
Gap between HOMO and LUMO (alpha / beta), eV: 7.76 / 7.76
HOMO energy (alpha / beta), Ha: -0.4786 / -0.4786
SMILES: NCCC[C@@H]1CCCC2=C1[NH+]=NC2
ΔE to the lowest compared entry with this formula, charge and spin, kcal/mol: 104.80
Total charge: +1

In elementary charge units, the Mulliken charges are:
1 N -0.420
2 C -0.980
3 C -0.446
4 C -1.173
5 C 0.459
6 C -0.667
7 C -0.722
8 C -0.776
9 C 0.576
10 C -0.274
11 N 0.714
12 N -0.790
13 C -0.810
14 H 0.198
15 H 0.202
16 H 0.380
17 H 0.474
18 H 0.426
19 H 0.260
20 H 0.393
21 H 0.412
22 H 0.293
23 H 0.341
24 H 0.279
25 H 0.421
26 H 0.239
27 H 0.340
28 H 0.489
29 H 0.335
30 H 0.411
31 H 0.418


No. 3
The following is a quantum chemistry calculation of 2 unconnected molecules or ions with the total composition C10H18N3O, from the OMol25 dataset.

```
32
Properties=species:S:1:pos:R:3:forces:R:3
C -2.202 1.299 -2.307 0.969 -1.189 -2.071
C -0.927 1.759 1.246 -0.676 2.446 -1.031
C -1.265 2.116 -0.081 0.481 -1.565 0.538
C -1.296 0.556 1.761 1.071 -2.121 0.995
C -1.797 1.109 -0.879 -1.908 0.917 0.583
C -1.746 -0.517 0.971 -0.265 2.516 0.291
C -2.151 -0.128 -0.280 1.290 -1.065 -1.406
O -0.835 0.250 3.022 0.861 0.685 0.641
H -0.431 2.562 1.801 -0.364 -0.629 0.432
H -0.957 3.086 -0.464 -0.290 -0.076 -0.055
H -1.394 -0.264 3.613 -0.383 -0.024 -0.494
H -1.720 -1.498 1.400 -0.507 -0.459 -0.092
H -1.301 1.074 -2.957 -0.729 -0.085 0.486
H -2.511 2.244 -2.767 -0.169 0.229 1.074
H -2.467 -0.924 -0.949 -0.392 0.198 -0.076
H -2.956 0.536 -2.595 0.440 0.552 0.165
C 1.441 -1.797 -0.665 -1.863 -0.993 -0.486
C 1.800 -3.249 -0.330 1.307 0.318 0.620
C 1.664 0.429 0.309 0.630 -0.738 0.867
N 1.753 -0.882 0.457 -0.830 -0.369 -2.223
N 2.053 1.164 1.420 -0.158 -0.214 -1.039
N 1.334 0.982 -0.855 0.638 0.085 0.767
H 1.884 -1.522 -1.635 0.369 0.385 0.715
H 0.338 -1.847 -0.891 0.791 0.731 0.504
H 2.624 -3.603 -0.963 -0.358 -0.034 0.191
H 0.968 -3.937 -0.369 -0.192 0.000 -0.194
H 1.939 -1.310 1.347 0.301 0.352 0.227
H 1.374 1.160 2.172 0.272 0.151 0.139
H 2.539 2.016 1.190 -0.350 0.307 0.343
H 0.970 0.444 -1.629 0.102 0.055 0.153
H 1.093 1.959 -0.792 -0.033 -0.085 -0.332
H 2.183 -3.267 0.702 -0.057 -0.282 -0.232
```
Forces are in eV/Å.

Properties
Electronic energy, a.u.: -631.1160
Spin multiplicity: 1
Gap between HOMO and LUMO, eV: 9.35
HOMO energy, Ha: -0.4398
ΔE to the lowest compared entry with this formula, charge and spin, kcal/mol: 35.31
Total charge: +1

In elementary charge units, the Mulliken charges are:
1 C -1.243
2 C -0.167
3 C -1.180
4 C 0.112
5 C 1.203
6 C -0.710
7 C -0.690
8 O -0.539
9 H 0.522
10 H 0.597
11 H 0.336
12 H 0.513
13 H 0.226
14 H 0.362
15 H 0.348
16 H 0.334
17 C -0.100
18 C -1.158
19 C 0.346
20 N -0.053
21 N -0.453
22 N -0.324
23 H 0.393
24 H 0.113
25 H 0.306
26 H 0.331
27 H 0.288
28 H 0.245
29 H 0.278
30 H 0.196
31 H 0.288
32 H 0.282


No. 4
The following is a quantum chemistry calculation of 2 unconnected molecules or ions with the total composition C10H18N3O, from the OMol25 dataset.

```
32
Properties=species:S:1:pos:R:3:forces:R:3
C -0.287 1.973 0.612 -0.131 0.068 -0.428
C -0.246 2.492 2.047 0.330 -0.182 0.305
C -2.511 1.054 0.509 -0.487 -0.066 0.495
N -1.630 1.932 -0.046 0.256 -0.060 0.064
N -2.391 -0.216 0.195 0.729 -0.381 -0.169
N -3.404 1.438 1.423 -0.692 -0.042 -0.629
H 0.258 2.595 -0.082 0.547 0.082 0.071
H 0.122 0.971 0.557 0.177 -0.139 -0.152
H -1.219 2.845 2.384 0.006 0.221 0.011
H 0.498 3.283 2.155 -0.261 0.114 -0.098
H -2.002 2.843 -0.267 -0.116 0.144 0.373
H -1.514 -0.495 -0.239 -0.153 -0.039 -0.333
H -3.084 -0.937 0.314 -0.012 0.178 0.547
H -3.785 2.375 1.386 0.296 -0.012 0.228
H -4.000 0.741 1.848 -0.116 0.067 -0.085
H 0.074 1.720 2.755 -0.198 -0.020 -0.202
C 1.045 -3.609 0.862 0.745 -0.108 0.665
C 0.377 -1.959 -0.911 -0.764 -0.634 -0.238
C 1.260 -2.339 0.097 0.207 0.723 0.054
C 0.583 -0.900 -1.773 0.862 0.712 1.258
C 1.681 -0.072 -1.480 -0.446 0.132 -1.370
C 2.383 -1.526 0.294 -0.050 -1.495 -1.427
C 2.637 -0.466 -0.575 -0.165 1.086 1.638
O 1.834 1.121 -2.158 -0.545 -0.442 0.074
H -0.514 -2.560 -1.053 -0.008 -0.278 -0.160
H -0.085 -0.645 -2.576 -0.298 -0.050 -0.187
H 0.090 -3.650 1.384 -0.178 -0.160 -0.309
H 1.803 -3.740 1.642 -0.058 0.323 -0.024
H 3.162 -1.969 0.896 0.150 0.587 0.546
H 1.013 1.245 -2.671 0.684 0.103 0.117
H 3.421 0.246 -0.319 0.199 -0.321 -0.430
H 1.220 -4.475 0.228 -0.508 -0.112 -0.205
```
Forces are in eV/Å.

Properties
Electronic energy, a.u.: -631.1213
Spin multiplicity: 1
Gap between HOMO and LUMO, eV: 7.99
HOMO energy, Ha: -0.4158
ΔE to the lowest compared entry with this formula, charge and spin, kcal/mol: 31.98
Total charge: +1

In elementary charge units, the Mulliken charges are:
1 C 0.244
2 C -1.275
3 C 0.373
4 N -0.267
5 N -0.250
6 N -0.338
7 H 0.616
8 H -0.378
9 H 0.280
10 H 0.341
11 H 0.342
12 H 0.116
13 H 0.237
14 H 0.276
15 H 0.209
16 H 0.370
17 C -1.360
18 C -0.680
19 C 0.558
20 C -0.521
21 C 0.885
22 C -0.607
23 C -0.684
24 O -0.554
25 H 0.632
26 H 0.330
27 H 0.316
28 H 0.398
29 H 0.386
30 H 0.321
31 H 0.367
32 H 0.317